1.
{
  "formula": "C10H16",
  "method": "ωB97M-V/def2-TZVPD",
  "symbols": ["C", "C", "C", "C", "C", "C", "C", "H", "H", "H", "H", "H", "H", "H", "H", "C", "C", "C", "H", "H", "H", "H", "H", "H", "H", "H"],
  "coordinates": [[0.5629, 2.4034, 4.0609], [0.8702, 0.5266, 0.1913], [-0.3546, 0.6281, 0.8949], [1.9439, 1.3024, 0.6894], [-0.4904, 1.2660, 2.0705], [1.8567, 1.8761, 1.9539], [0.6267, 1.8826, 2.6281], [0.9153, -0.1707, -0.7274], [-1.3221, 0.3379, 0.4705], [2.8631, 1.3223, 0.3437], [-1.3424, 1.3179, 2.6588], [2.6958, 2.4969, 2.3162], [1.1425, 1.7298, 4.7293], [-0.3797, 2.3777, 4.5203], [1.0375, 3.3417, 4.1017], [-0.7808, -2.3567, -2.3676], [-1.6738, -1.1294, -2.1665], [-0.3668, -2.6673, -3.7703], [0.0566, -2.2948, -1.6417], [-1.2804, -3.2366, -1.9281], [-2.0578, -1.0932, -1.0995], [-1.0821, -3.3095, -4.3207], [-0.1297, -1.8467, -4.5190], [-2.6326, -1.3531, -2.7497], [-1.2541, -0.1549, -2.5707], [0.5761, -3.1964, -3.7681]],
  "forces_ev_per_angstrom": [[1.1305, -1.8256, -1.3163], [0.3374, -0.5211, -1.1988], [-2.3963, -0.0339, -0.6871], [-3.2388, -0.4319, 3.2851], [1.5969, 0.1122, -0.2571], [0.7254, 0.9422, -2.0573], [0.0140, 0.1112, 3.2400], [0.1293, 1.4141, 1.5382], [0.7523, -0.6790, -0.2609], [4.0958, -0.1234, -2.5616], [-1.8783, -0.0992, 0.4322], [-0.4480, -0.7277, 0.0014], [0.2128, 0.1681, -0.5785], [-1.5675, 0.3394, 0.1133], [0.5150, 1.3529, 0.2880], [-0.0113, 0.2994, 1.7411], [-1.8941, -0.3200, -0.5337], [0.6458, 0.0790, -2.2208], [0.2395, 0.2398, -0.7085], [-0.2325, 0.2624, -0.4168], [0.7235, 0.3596, -1.0927], [0.1807, 0.3069, 0.5087], [-0.5925, -0.2518, 1.3538], [1.1726, 0.6630, 0.5585], [-0.4014, -1.1271, 0.7321], [0.1893, -0.5099, 0.0975]],
  "nbo_charge": [-0.672, 0.038, -0.143, -0.189, -0.211, -0.137, 0.254, 0.274, 0.260, 0.234, 0.243, 0.253, 0.282, 0.248, 0.258, -0.408, -0.625, -0.633, 0.171, 0.216, 0.193, 0.223, 0.214, 0.227, 0.206, 0.221],
  "s_squared": 0.77,
  "total_energy_ha": -390.263865,
  "spin_multiplicity": 2,
  "e_homo_ev": [-13.68, -13.68],
  "total_charge": 1,
  "homo_lumo_gap_ev": [9.3103, 5.3274]
}

---

2.
{
  "formula": "C55H48Cl4F6O6",
  "method": "ωB97M-V/def2-TZVPD",
  "symbols": ["Cl", "C", "Cl", "Cl", "Cl", "O", "C", "C", "C", "C", "O", "C", "C", "H", "H", "H", "H", "H", "H", "O", "C", "C", "C", "C", "O", "C", "C", "H", "H", "H", "H", "H", "H", "O", "C", "C", "C", "C", "O", "C", "C", "H", "H", "H", "H", "H", "H", "F", "C", "C", "C", "C", "C", "C", "H", "H", "H", "H", "H", "F", "C", "C", "C", "C", "C", "C", "H", "H", "H", "H", "H", "F", "C", "C", "C", "C", "C", "C", "H", "H", "H", "H", "H", "F", "C", "C", "C", "C", "C", "C", "H", "H", "H", "H", "H", "F", "C", "C", "C", "C", "C", "C", "H", "H", "H", "H", "H", "F", "C", "C", "C", "C", "C", "C", "H", "H", "H", "H", "H"],
  "coordinates": [[-6.3701, 6.5290, 4.3978], [-7.6138, 5.4946, 3.5402], [-8.5206, 6.3824, 2.3767], [-6.7366, 4.2944, 2.6318], [-8.6641, 4.7615, 4.8023], [11.2491, 1.8313, -1.1558], [10.3532, 2.8699, -1.0886], [10.3084, 3.7891, -2.1326], [9.5374, 5.0364, -1.9867], [8.7274, 5.2218, -0.8286], [7.9971, 6.3778, -0.8148], [8.7616, 4.2333, 0.2106], [9.5451, 3.1025, 0.0307], [11.9183, 1.9031, -1.8403], [10.9981, 3.7209, -2.9609], [9.5112, 5.7783, -2.7711], [7.1756, 6.3354, -0.3198], [8.2729, 4.4580, 1.1471], [9.7108, 2.3838, 0.8197], [-8.2635, -1.7778, -4.2042], [-9.3537, -1.7718, -3.3926], [-9.5756, -0.5919, -2.6359], [-10.8233, -0.4549, -2.1163], [-11.8164, -1.4096, -2.2984], [-12.9396, -1.2266, -1.5928], [-11.6394, -2.5262, -3.1099], [-10.4078, -2.6721, -3.6916], [-8.4845, -2.0731, -5.0905], [-8.7859, 0.1264, -2.4722], [-11.0196, 0.4788, -1.6103], [-12.7829, -0.4915, -0.9956], [-12.3529, -3.3153, -2.9237], [-10.0599, -3.5584, -4.2013], [-4.6036, -0.3368, -10.7925], [-3.2855, -0.6199, -10.6186], [-2.7020, -0.3450, -9.3907], [-1.3348, -0.6979, -9.1880], [-0.7082, -1.3355, -10.2049], [0.6086, -1.6483, -9.8758], [-1.4040, -1.7665, -11.4073], [-2.6505, -1.3111, -11.6100], [-5.1572, -0.7087, -11.4830], [-3.2420, 0.3295, -8.7427], [-0.7479, -0.4896, -8.3056], [0.6745, -1.8681, -8.9436], [-0.8457, -2.2960, -12.1652], [-3.2385, -1.6384, -12.4547], [0.2431, 2.3736, 10.2295], [-0.5877, 1.4939, 9.5625], [-0.6755, 1.5250, 8.1423], [-1.2861, 0.4035, 7.6084], [-1.8755, -0.5442, 8.3658], [-2.0237, -0.3867, 9.7656], [-1.3441, 0.6614, 10.4032], [-0.1894, 2.2625, 7.5208], [-1.1897, 0.1867, 6.5548], [-2.2884, -1.4354, 7.9168], [-2.5670, -1.0290, 10.4428], [-1.2877, 0.5758, 11.4783], [0.0315, 8.4823, -3.6024], [-1.2337, 8.2999, -4.1111], [-2.2436, 8.5581, -3.2244], [-3.5718, 8.4817, -3.6660], [-3.7982, 7.9736, -4.9757], [-2.7781, 7.6979, -5.8483], [-1.4494, 7.8565, -5.4454], [-2.0143, 9.0400, -2.2855], [-4.2990, 8.8537, -2.9595], [-4.8247, 7.8283, -5.2784], [-3.0478, 7.3189, -6.8229], [-0.7096, 7.5697, -6.1781], [5.8371, -7.1607, -1.1466], [7.0061, -6.7424, -1.7158], [7.3232, -7.1270, -3.0570], [8.5687, -6.8059, -3.5722], [9.3054, -5.8115, -3.0162], [9.0033, -5.4272, -1.7314], [7.8795, -5.8664, -1.1094], [6.4743, -7.6345, -3.4908], [8.8420, -7.1151, -4.5702], [10.1420, -5.4587, -3.6010], [9.5730, -4.6210, -1.2934], [7.4591, -5.5076, -0.1815], [7.0085, -1.2714, 7.0524], [7.5745, -1.6432, 8.1941], [6.9937, -1.0779, 9.3401], [7.4762, -1.4458, 10.6160], [8.5842, -2.2387, 10.7340], [9.2215, -2.7492, 9.5667], [8.7146, -2.4549, 8.2418], [6.1323, -0.4366, 9.2260], [6.9705, -1.1650, 11.5280], [8.9713, -2.4451, 11.7209], [10.0394, -3.4524, 9.6199], [9.2176, -2.9734, 7.4389], [-4.3434, -5.9294, 1.8091], [-5.3372, -5.8204, 2.7356], [-6.0603, -6.9481, 3.0679], [-7.0040, -6.8633, 4.0884], [-7.2405, -5.6316, 4.7262], [-6.5605, -4.4678, 4.3108], [-5.6507, -4.5928, 3.2710], [-5.9208, -7.8859, 2.5506], [-7.6116, -7.7087, 4.3756], [-8.0854, -5.5222, 5.3898], [-6.7579, -3.5235, 4.7963], [-5.1885, -3.6635, 2.9725], [1.3468, 3.4716, 1.2459], [0.9777, 2.3941, 0.4763], [-0.2287, 2.3478, -0.2192], [-0.5918, 1.1702, -0.8248], [0.2063, 0.0493, -0.7018], [1.3746, 0.0641, 0.0827], [1.8044, 1.2982, 0.6493], [-0.8461, 3.2009, -0.4588], [-1.3653, 0.9339, -1.5405], [-0.0563, -0.8920, -1.1615], [1.8941, -0.8709, 0.2322], [2.7181, 1.4668, 1.1997]],
  "forces_ev_per_angstrom": [[-0.8489, -0.3200, -0.4641], [0.8217, 0.0337, 1.0629], [-0.6650, 0.8288, -0.0593], [0.3192, -0.8039, 0.0954], [0.3745, 0.2596, -0.6368], [-0.6423, -0.7115, 1.1516], [0.1157, 1.4040, -1.4563], [-1.1405, 2.9161, 0.9872], [0.0735, -2.7083, 1.2309], [1.0580, -1.3835, -0.8972], [0.1115, 0.2933, 0.0877], [0.3531, 1.1778, -1.6460], [0.8620, -0.6594, 0.3219], [-0.3249, 0.4999, -0.1637], [-0.0877, -0.1778, -0.2391], [0.0739, -0.0110, -0.0124], [0.1097, -0.3651, 0.2231], [-0.1807, -0.2883, 0.0604], [-0.3845, 0.0110, 0.3519], [1.5761, -0.2038, 0.0773], [-1.9502, 1.3320, -1.4803], [0.6128, -2.0068, -0.7512], [0.0345, 0.5510, 0.0325], [0.8720, 0.4653, -0.2612], [-1.4514, -0.3461, 0.3712], [-0.3653, 0.3848, 1.8184], [2.1035, 0.2680, 0.9171], [-0.1279, -0.1539, 0.1490], [-0.0054, 0.0432, -0.1878], [-0.3740, -0.0108, 0.4246], [-0.2231, 0.0315, 0.1004], [-0.2130, -0.1615, -0.8411], [-0.4859, -0.1906, -0.3668], [-1.1511, 1.5632, 1.3026], [-1.2239, -0.4841, 0.4902], [0.9950, 0.7258, -0.3762], [-2.7292, 0.8776, -0.6290], [0.3226, -1.5048, -0.1876], [0.3393, -0.6725, -1.7125], [3.5524, 0.7720, 1.5324], [-0.5744, -0.7998, -0.4632], [1.0038, -0.4164, -0.2836], [-0.0944, -0.3590, 0.4337], [-0.3756, 0.3210, 0.2067], [-0.1720, 0.0534, -0.0453], [-0.0203, -0.2128, 0.0478], [0.1271, 0.1368, -0.3156], [-0.6101, -0.3087, -0.8698], [-0.0528, 1.2072, 0.3950], [0.3948, -0.6026, 2.3333], [0.7901, 0.4921, -1.2801], [-1.6848, -1.3512, 2.2795], [0.8525, 0.9633, -0.4477], [0.3013, -1.1285, -1.7982], [0.1488, 0.0285, 0.2539], [-0.1610, 0.3413, -0.2370], [-0.0635, 0.0118, -0.1791], [-0.1310, -0.4943, -0.4879], [0.2177, 0.8397, 0.0337], [-0.5849, -0.2553, -0.8412], [1.1239, -0.6963, -1.0799], [-1.1608, 0.9488, -0.5517], [1.4348, -0.6703, -0.9092], [-1.2789, 0.9110, 1.8565], [0.5000, -0.1043, 0.5748], [-0.3981, 0.1491, 1.0077], [0.1446, -0.2970, 0.1818], [-0.5506, -0.3462, -0.3593], [-0.0829, 0.0580, -0.1820], [0.2974, 0.0108, -0.1390], [0.5556, 0.2877, 0.4438], [0.9989, 0.5823, -0.3671], [1.0590, -0.2355, -2.7270], [-1.3615, -0.5153, 2.7823], [-1.8362, -0.0619, -1.8132], [1.2228, -0.5432, 0.6007], [0.8426, 1.7794, -0.3477], [-2.4014, -0.7264, 1.6140], [0.5495, -0.5916, -0.8011], [-0.1800, -0.2599, -0.1309], [0.2459, 0.2601, 0.4236], [0.0996, -0.0521, 0.2802], [0.7601, 0.3662, 0.4863], [-0.0511, -0.1449, -1.0504], [0.6281, 0.4996, 1.3954], [0.5672, -1.1164, 0.5888], [-0.7067, 0.5194, -1.0983], [1.3741, -0.8945, -1.3518], [-1.6122, 0.8143, -0.8774], [0.0543, -0.3640, 2.7992], [-0.0297, -0.0072, -0.0515], [-0.1268, 0.4278, -0.1066], [0.0853, -0.2739, -0.0247], [0.1748, 0.1465, 0.2073], [-0.3595, 0.3944, -0.4312], [-0.5589, 0.1942, 0.3240], [-0.0774, -0.2168, -0.5237], [-0.1345, -0.3567, 0.4766], [-0.1438, 1.2399, 0.1921], [0.0142, 0.3226, -0.8381], [-0.5743, -1.8970, 0.0390], [0.4412, 1.2042, 0.6614], [0.2813, 0.0059, -0.0431], [0.0971, -0.1615, -0.1125], [0.1866, -0.1931, 0.4236], [-0.0093, 0.0982, -0.1978], [0.4789, -0.2369, -0.4016], [-0.5200, -0.0404, -1.0414], [-0.0810, -0.1684, 1.1904], [-0.0267, 0.8391, -0.5065], [0.8357, -1.6612, -0.8512], [1.3971, -0.5448, 1.3758], [-0.2682, 1.3472, -0.1336], [-0.9036, -1.1639, -0.9030], [0.1769, 0.3952, 0.5882], [-0.7526, 1.1903, 0.2370], [-0.2172, 0.0271, -0.1119], [0.3570, 0.1473, 0.0129], [0.0018, -0.3664, 0.1456]],
  "lowdin_charge": [0.467, -2.046, 0.553, 0.524, 0.501, 0.033, -0.337, -0.007, 0.017, -0.315, 0.027, -0.012, -0.032, 0.100, 0.099, 0.102, 0.105, 0.107, 0.113, 0.019, -0.308, -0.004, -0.046, -0.346, 0.058, -0.016, -0.029, 0.103, 0.119, 0.115, 0.100, 0.121, 0.114, 0.033, -0.348, 0.014, -0.026, -0.295, 0.006, 0.006, -0.056, 0.107, 0.114, 0.118, 0.090, 0.114, 0.122, 0.014, -0.230, 0.003, -0.123, -0.110, -0.068, -0.019, 0.113, 0.109, 0.100, 0.099, 0.112, 0.025, -0.252, -0.037, -0.056, -0.103, -0.105, 0.002, 0.116, 0.100, 0.095, 0.105, 0.109, 0.046, -0.250, -0.001, -0.102, -0.107, -0.095, -0.043, 0.111, 0.105, 0.108, 0.109, 0.120, 0.065, -0.302, -0.004, -0.097, -0.111, -0.058, 0.004, 0.111, 0.102, 0.096, 0.090, 0.104, 0.046, -0.274, -0.021, -0.080, -0.089, -0.077, -0.031, 0.115, 0.100, 0.093, 0.102, 0.114, 0.026, -0.260, -0.020, -0.103, -0.109, -0.057, -0.007, 0.114, 0.107, 0.097, 0.097, 0.113],
  "smiles": "ClC(Cl)(Cl)Cl.Oc1ccc(O)cc1.Oc1ccc(O)cc1.Oc1ccc(O)cc1.Fc1ccccc1.Fc1ccccc1.Fc1ccccc1.Fc1ccccc1.Fc1ccccc1.Fc1ccccc1",
  "total_energy_ha": -5015.796569,
  "e_homo_ev": -7.94,
  "homo_lumo_gap_ev": 8.0158
}